This record from the OMol25 dataset describes a structure of composition C45H54BrCsF6N6O3PSi. The level of theory is the ωB97M-V functional and the def2-TZVPD basis.

Structure (XYZ):
```
118
Properties=species:S:1:pos:R:3:forces:R:3
Cs -1.382558 -0.154564 -0.697193 0.1 0.4 0.1
O -1.961923 0.253650 4.430576 0.9 -0.9 -0.1
C -3.005776 0.929764 4.748196 -1.1 -0.3 0.8
C -3.770021 0.506564 5.900127 0.4 -0.1 -0.9
C -4.922427 1.151667 6.254273 0.0 1.1 -0.5
C -5.303238 2.326768 5.566730 0.0 -0.1 0.0
C -4.560859 2.770736 4.453910 -0.3 -1.0 1.0
C -3.472210 2.051109 3.983256 0.7 -0.4 -0.5
C -2.621237 2.444876 2.722858 1.1 0.4 2.0
O -1.706734 1.458190 2.367833 -0.2 0.1 -0.3
N -3.415803 2.764930 1.580383 -1.4 0.0 -1.2
N -2.765602 2.853725 0.372112 -0.8 0.8 0.5
C -3.563000 2.987894 -0.640995 0.5 -0.1 1.0
C -3.059804 3.361269 -1.942146 -0.4 0.3 -2.5
Br -1.160239 3.515816 -2.321211 -0.5 -0.6 0.6
C -3.814098 3.670134 -3.051128 0.0 0.0 1.5
C -5.220988 4.115543 -2.985575 -0.5 0.3 -0.6
C -5.786150 4.753733 -1.851581 0.1 -0.2 -0.9
C -7.122013 5.159246 -1.895614 0.0 -0.4 -0.1
C -7.896008 4.961448 -3.030458 0.1 -0.7 -0.9
C -7.329754 4.375947 -4.197887 0.1 0.7 1.1
C -5.993277 4.024107 -4.194238 0.6 -0.1 1.2
H -1.623659 0.844233 3.210103 -0.1 0.3 -0.2
H -3.448544 -0.406894 6.417502 0.0 0.4 -0.2
H -5.513179 0.776095 7.074072 -0.2 0.1 0.2
H -6.176677 2.876003 5.921735 0.2 0.0 -0.2
H -4.858192 3.687646 3.990060 -0.2 0.5 -0.4
H -2.083720 3.383006 3.033453 0.1 -0.4 -0.2
H -4.173820 3.456322 1.764804 0.8 -0.9 -0.5
H -4.628636 2.756201 -0.480770 0.3 0.5 -0.4
H -3.376488 3.657880 -4.052966 0.1 0.2 0.5
H -5.171811 5.001025 -0.981160 -0.2 -0.3 -0.3
H -7.594057 5.547017 -1.004135 0.1 0.3 0.0
H -8.955370 5.228515 -3.041123 0.4 0.0 0.1
H -7.925603 4.224286 -5.081944 -0.1 0.1 -0.1
H -5.479729 3.679193 -5.095781 -0.3 -0.1 0.3
C 2.687695 0.006742 1.738263 0.4 -0.9 -0.3
Si 4.048644 0.497099 0.631762 -2.0 0.2 0.7
C 3.275591 1.209935 -0.995297 0.1 0.0 0.2
N 3.494185 0.393240 -2.162692 -0.1 -0.9 -1.1
C 2.409173 -0.138541 -3.019678 0.6 1.2 1.2
C 2.363992 0.535345 -4.405268 -0.3 -0.2 -0.7
C 3.296464 1.742772 -4.592198 -0.2 -0.4 0.6
C 4.722320 1.440494 -4.085080 0.2 0.1 -0.2
C 4.755706 0.485339 -2.874938 -0.2 -0.7 0.8
C 5.225628 1.855062 1.229299 0.6 0.0 0.2
C 6.121734 1.568212 2.287928 -0.4 0.1 -0.4
C 6.989165 2.522035 2.791015 0.0 0.4 -0.2
C 6.986466 3.836967 2.277663 -0.4 -1.2 -0.2
C 6.118507 4.111743 1.230781 -0.4 0.4 0.1
C 5.243301 3.156297 0.709808 0.1 -0.3 0.1
C 5.041658 -1.049725 0.298151 0.0 0.1 0.1
C 6.396826 -1.183419 0.559135 0.1 -0.9 -0.4
C 7.009694 -2.429387 0.396454 0.1 0.0 -0.3
C 6.315570 -3.506336 -0.138151 -0.4 -0.5 -0.2
C 4.959780 -3.365333 -0.461095 0.0 0.5 0.3
C 4.323005 -2.155481 -0.167378 0.4 -0.6 -0.2
H 1.755706 0.544425 1.832732 -0.1 0.4 0.0
H 2.811186 -0.738763 2.552945 0.2 0.5 -0.3
H 3.613651 2.242674 -1.180736 -0.4 0.0 0.0
H 2.197328 1.197533 -0.798650 0.1 0.3 0.1
H 1.450388 0.003058 -2.469469 0.6 -0.2 -0.4
H 2.600360 -1.204571 -3.150605 -0.3 -0.2 0.0
H 1.339261 0.857674 -4.642529 0.2 -0.2 0.0
H 2.627949 -0.226225 -5.152007 -0.1 0.1 0.0
H 2.830327 2.595585 -4.084413 0.4 0.0 0.2
H 3.289625 2.010994 -5.647157 0.2 0.0 -0.1
H 5.234963 2.350768 -3.760470 -0.2 0.1 -0.3
H 5.341419 1.005342 -4.887280 -0.2 0.2 0.1
H 5.542138 0.849952 -2.182088 -0.4 -0.4 -0.2
H 5.030576 -0.570459 -3.146837 0.0 0.8 -0.1
H 6.123140 0.554039 2.708694 0.0 0.5 -0.1
H 7.667985 2.219365 3.576152 0.1 0.2 0.2
H 7.644075 4.592148 2.672496 0.1 0.1 0.1
H 6.033010 5.122118 0.847929 0.2 0.1 -0.1
H 4.553028 3.444928 -0.101076 0.5 -0.1 0.6
H 6.978374 -0.333228 0.873487 0.1 0.1 0.1
H 8.055718 -2.565215 0.617524 0.2 0.1 0.1
H 6.803382 -4.482389 -0.301510 -0.1 0.6 0.1
H 4.389822 -4.161069 -0.937574 0.2 0.0 0.2
H 3.248826 -2.070983 -0.271035 0.0 0.1 -0.2
C -0.713388 -3.764180 4.537814 -0.3 -0.3 0.0
N 0.474611 -3.519550 3.574176 0.6 1.4 0.6
C 0.883652 -4.781565 2.856817 -0.4 -0.6 -0.2
N -0.232126 -5.364894 2.178910 -0.4 -0.3 1.3
C -1.331965 -5.608027 3.147520 -0.3 0.0 -0.5
N -1.810209 -4.411686 3.855388 1.3 -0.5 0.4
C -2.489698 -3.501890 2.951851 0.1 0.2 -0.8
P -1.384785 -2.909079 1.561543 0.2 0.2 -0.1
C 0.085362 -2.419435 2.584770 0.6 0.4 -0.2
C -0.720536 -4.588810 1.056766 -0.4 0.3 -0.5
H -1.071718 -2.794387 4.923652 0.5 -0.2 -0.2
H -0.306584 -4.381353 5.360121 -0.3 0.1 -0.4
H 1.290689 -3.183120 4.152958 -1.0 -0.3 -0.8
H 1.232526 -5.478200 3.613739 0.1 -0.1 0.2
H 1.703325 -4.604658 2.158147 -0.1 0.5 0.1
H -1.006774 -6.350192 3.901417 -0.2 0.2 -0.5
H -2.191181 -5.929983 2.517964 0.6 -0.4 0.8
H -2.886451 -2.671465 3.539478 -0.1 0.1 -0.3
H -3.298199 -4.037839 2.427705 0.0 0.2 0.5
H -0.166640 -1.510057 3.161710 0.2 -0.4 -0.1
H 0.978912 -2.166620 1.937092 -0.7 -0.1 0.6
H 0.088650 -4.479541 0.320330 -0.3 0.1 0.1
H -1.551591 -5.152576 0.589990 0.5 0.3 0.0
C -2.197034 -1.159608 -4.668220 1.3 0.2 0.0
C -2.281731 -2.379815 -3.676616 0.0 0.3 -0.1
O -2.023066 -2.233053 -2.379708 0.7 0.7 0.2
C -1.257983 -3.431805 -4.281652 0.0 0.5 -2.0
F -1.349622 -4.678743 -3.837130 0.2 0.1 0.8
F 0.043340 -2.977848 -4.137988 -1.5 -0.6 0.4
F -1.382684 -3.574330 -5.664533 -0.1 0.2 0.8
C -3.786684 -2.715359 -3.704795 -1.4 -0.3 -2.2
F -4.596478 -1.643634 -3.393205 1.1 -0.6 0.6
F -4.149564 -3.726941 -2.932398 0.0 -0.1 0.3
F -4.266446 -3.015647 -4.984074 0.6 -0.3 0.5
H -1.171463 -0.718363 -4.602349 -0.8 -0.2 0.1
H -2.950768 -0.418577 -4.385343 0.3 -0.1 -0.2
H -2.309882 -1.481013 -5.724896 -0.2 0.2 0.8
```
Positions in Å, forces in eV/Å.

Calculated values
**Total charge**: -1
**LUMO energy**: 1.257 eV
**E_tot**: -166682.8617 eV
**Kohn-Sham gap**: 4.32 eV
**HOMO level**: -3.067 eV
**Multiplicity**: 1
**Energy relative to the best compared isomer or geometry (same formula, charge and spin)**: 0.0 kJ/mol


This record from the OMol25 dataset describes a structure of composition C3H4CdO4. The level of theory is the ωB97M-V functional and the def2-TZVPD basis.

Structure (XYZ):
```
12
Properties=species:S:1:pos:R:3:forces:R:3
O -0.085610 0.149063 -1.104688 -0.7 1.0 1.7
C -0.737240 0.603899 0.390672 2.2 -2.0 -2.0
C 0.596490 -1.078083 -0.880955 -0.2 -0.1 0.1
O -1.957256 1.004170 0.495131 -1.1 -3.1 -0.5
O -0.316848 -0.432978 1.195184 -0.8 0.6 -0.3
C 0.656412 -1.201086 0.607358 0.2 -0.4 0.0
H 1.604226 -1.048848 -1.324428 -0.4 0.0 0.0
H 0.007450 -1.891080 -1.340507 0.2 0.1 0.1
H 0.891384 -2.122099 1.138276 -0.1 0.4 0.0
Cd -1.492484 2.830716 0.924903 -1.5 4.4 1.1
O 0.108739 1.747748 0.437069 4.3 -1.2 -2.5
H 0.724736 1.438577 -0.538013 -2.2 0.4 2.4
```
Positions in Å, forces in eV/Å.

Calculated values
**Total charge**: +1
**LUMO energy (spin up / spin down)**: -7.572 / -7.568 eV
**E_tot**: -15917.1418 eV
**Kohn-Sham gap (spin up / spin down)**: 3.78 / 7.04 eV
**HOMO level (spin up / spin down)**: -11.353 / -14.606 eV
**Multiplicity**: 2
**Energy relative to the best compared isomer or geometry (same formula, charge and spin)**: 291.6 kJ/mol